Entry 1:
This record from OMol25 describes an isolated ion of composition C2Cl3O3S and charge -1 at a distorted geometry. The level of theory is wB97M-V/def2-TZVPD.

Computed properties:
* SMILES: O=S(=O)([O-])C(Cl)=C(Cl)Cl
* frontier orbital gap: 8.07 eV
* 2S+1: 1
* charge: -1
* LUMO: 3.05 eV

Each line ends with the Löwdin charge.
CARTESIAN COORDINATES (ANGSTROEM)
O  0.92074  -1.75172  0.04768  -0.390
S  0.97026  -0.45987  -0.61552  0.341
O  1.05608  -0.51427  -2.03541  -0.360
O  1.83116  0.50906  0.14597  -0.440
C  -0.64886  0.36257  -0.23699  -0.827
Cl  -1.69716  0.78302  -1.48375  0.649
C  -1.09188  0.51397  1.11304  -1.286
Cl  -2.60825  1.05232  1.60729  0.612
Cl  0.00339  -0.00432  2.26437  0.700

Entry 2:
This record from OMol25 describes C2Cl8 as an isolated structure at a distorted geometry. The level of theory is wB97M-V/def2-TZVPD.

Computed properties:
* frontier orbital gap: 11.30 eV
* 2S+1: 1
* charge: 0
* LUMO: 0.10 eV

Each line ends with the Löwdin charge.
CARTESIAN COORDINATES (ANGSTROEM)
C  -1.66806  3.23482  1.48705  -2.019
Cl  -1.39051  3.91239  3.08021  0.536
Cl  -1.73009  1.48244  1.68777  0.506
Cl  -3.21524  3.79624  0.70220  0.477
Cl  -0.34514  3.64217  0.36211  0.500
C  1.66984  -3.21905  -1.48484  -2.064
Cl  1.40772  -4.24157  -0.11136  0.530
Cl  1.79257  -4.11002  -3.04696  0.504
Cl  0.31011  -2.04487  -1.58324  0.494
Cl  3.16883  -2.45260  -1.09292  0.536

Entry 3:
This record from OMol25 describes a 2-piece molecular cluster, C2ClF3 overall at a distorted geometry. The level of theory is wB97M-V/def2-TZVPD.

Computed properties:
* frontier orbital gap (spin up / spin down): 8.50 / 6.56 eV
* 2S+1: 1
* charge: 0
* LUMO (spin up / spin down): -1.64 / -3.95 eV

Each line ends with the Löwdin charge.
CARTESIAN COORDINATES (ANGSTROEM)
C  -0.27370  0.35541  -0.24360  -0.429
C  -1.49409  0.13351  0.23604  0.102
F  0.19952  1.52696  -0.33300  0.171
F  0.55362  -0.61814  -0.73459  0.043
F  -2.22675  -0.96298  0.53051  0.050
Cl  3.24140  -0.43476  0.54465  0.063

Entry 4:
This record from OMol25 describes a 2-piece molecular cluster, C2ClF3O3S overall at a distorted geometry. The level of theory is wB97M-V/def2-TZVPD.

Computed properties:
* frontier orbital gap: 9.64 eV
* 2S+1: 1
* charge: 0
* LUMO: -1.59 eV

Each line ends with the Löwdin charge.
CARTESIAN COORDINATES (ANGSTROEM)
C  0.91103  -1.02644  -1.12344  -0.407
C  1.59664  -0.02745  -0.24187  -0.630
O  -1.69478  1.43794  0.74183  -0.463
O  -2.70201  -0.69276  0.59414  -0.487
O  0.73406  -1.18978  -2.27180  0.179
F  1.02000  1.14579  -0.53268  0.162
F  1.55202  -0.26898  1.05166  0.137
F  2.92340  0.13435  -0.58986  0.129
S  -2.86691  0.61242  1.14652  0.916
Cl  -0.11112  -2.24103  0.16955  0.465